{"formula": "C35H53BN12O5S3", "method": "ωB97M-V/def2-TZVPD", "species": ["C", "C", "O", "C", "N", "C", "C", "O", "C", "C", "C", "B", "O", "O", "C", "N", "S", "N", "C", "C", "C", "C", "C", "S", "C", "S", "N", "C", "C", "O", "C", "C", "H", "H", "H", "H", "H", "H", "H", "H", "H", "H", "H", "H", "H", "H", "H", "H", "H", "H", "H", "H", "H", "H", "H", "H", "H", "H", "H", "H", "H", "C", "C", "N", "H", "H", "H", "C", "C", "N", "H", "H", "H", "C", "C", "N", "H", "H", "H", "C", "C", "N", "H", "H", "H", "C", "C", "N", "H", "H", "H", "C", "C", "N", "H", "H", "H", "C", "C", "N", "H", "H", "H", "C", "C", "N", "H", "H", "H"], "xyz": [[-4.50, 7.38, -0.40], [-4.96, 5.85, -0.73], [-6.43, 5.87, -0.73], [-4.41, 5.31, -2.14], [-4.14, 3.82, -2.14], [-2.64, 3.58, -2.17], [-2.25, 2.03, -2.10], [-0.94, 1.78, -1.47], [-1.09, 0.52, -0.81], [-1.71, 0.55, 0.65], [-1.92, -0.78, 1.45], [-2.52, -0.76, 2.99], [-1.82, 0.05, 3.96], [-3.68, -1.57, 3.28], [-1.57, -2.18, 0.84], [-1.67, -3.51, 1.40], [-1.11, -4.60, 0.18], [-0.67, -3.50, -1.08], [-0.95, -2.15, -0.65], [-0.68, -0.85, -1.47], [-0.07, -0.77, -2.94], [1.23, -1.68, -3.21], [2.16, -1.93, -1.93], [2.86, -0.39, -1.16], [3.86, -1.02, 0.28], [3.10, -0.92, 1.80], [5.21, -1.60, 0.20], [5.51, -2.20, -1.13], [7.08, -2.63, -1.29], [7.99, -1.54, -0.98], [7.77, -1.27, 0.43], [6.27, -0.67, 0.68], [-3.68, 7.77, -1.10], [-5.36, 8.13, -0.41], [-4.06, 7.40, 0.66], [-4.55, 5.20, 0.12], [-6.68, 6.67, -1.27], [-3.39, 5.81, -2.33], [-5.11, 5.64, -2.99], [-4.55, 3.51, -3.04], [-2.28, 4.06, -3.17], [-2.21, 4.22, -1.31], [-2.29, 1.63, -3.19], [-3.11, 1.50, -1.53], [-2.02, 1.53, 1.16], [-0.86, -0.02, 3.72], [-3.44, -2.12, 4.07], [0.08, 0.34, -3.23], [-0.89, -1.15, -3.66], [1.88, -1.11, -3.98], [0.97, -2.69, -3.71], [3.07, -2.55, -2.31], [1.69, -2.55, -1.09], [5.29, -1.52, -2.03], [4.93, -3.20, -1.17], [7.21, -2.84, -2.42], [7.32, -3.62, -0.75], [7.94, -2.23, 1.04], [8.57, -0.51, 0.75], [6.22, 0.35, 0.16], [6.20, -0.54, 1.83], [9.10, -6.86, -1.61], [7.90, -6.15, -2.05], [6.95, -5.59, -2.40], [9.78, -6.20, -1.07], [8.85, -7.69, -0.93], [9.65, -7.29, -2.45], [-6.62, 0.61, 2.28], [-5.57, 1.28, 1.50], [-4.74, 1.80, 0.89], [-7.34, 0.11, 1.63], [-6.21, -0.14, 2.95], [-7.17, 1.33, 2.89], [-2.54, 9.17, 2.91], [-3.35, 10.02, 2.04], [-4.00, 10.70, 1.36], [-2.68, 8.11, 2.68], [-1.48, 9.39, 2.81], [-2.79, 9.31, 3.97], [-2.17, -7.69, 1.57], [-2.17, -8.74, 2.60], [-2.16, -9.56, 3.40], [-1.56, -7.97, 0.71], [-3.18, -7.50, 1.19], [-1.79, -6.75, 1.95], [-0.65, 6.40, 0.19], [-0.34, 7.26, 1.34], [-0.09, 7.94, 2.24], [-1.60, 6.68, -0.27], [0.12, 6.47, -0.58], [-0.72, 5.35, 0.49], [0.57, -11.36, 4.65], [1.63, -11.44, 5.66], [2.47, -11.50, 6.45], [0.87, -10.75, 3.79], [0.31, -12.35, 4.27], [-0.34, -10.91, 5.06], [8.93, -0.06, -3.31], [9.97, 0.62, -4.08], [10.79, 1.15, -4.69], [8.21, -0.57, -3.96], [9.35, -0.82, -2.64], [8.36, 0.64, -2.69], [-8.69, 2.83, -0.31], [-9.02, 2.47, 1.07], [-9.28, 2.18, 2.16], [-9.07, 2.09, -1.02], [-9.12, 3.79, -0.58], [-7.61, 2.89, -0.46]], "lowdin_charge": [-0.07, -0.35, -0.11, -0.18, -0.09, -0.19, -0.16, -0.13, -0.15, 0.08, 0.00, -0.51, 0.08, 0.08, -0.21, -0.25, 0.91, -0.28, -0.20, -0.04, -0.16, -0.23, -0.48, 0.78, -0.99, 0.60, -0.21, -0.16, -0.19, -0.22, -0.16, -0.15, 0.07, 0.09, 0.06, 0.14, 0.09, 0.10, 0.13, 0.11, 0.13, 0.11, 0.14, 0.12, 0.12, 0.11, 0.12, 0.12, 0.13, 0.12, 0.12, 0.07, 0.07, 0.11, 0.14, 0.12, 0.10, 0.13, 0.14, 0.13, 0.13, -0.07, -0.26, 0.14, 0.08, 0.08, 0.08, -0.08, -0.24, 0.15, 0.08, 0.08, 0.06, -0.10, -0.28, 0.12, 0.06, 0.04, 0.09, -0.10, -0.26, 0.14, 0.08, 0.09, 0.04, -0.06, -0.23, 0.14, 0.05, 0.09, 0.08, -0.09, -0.28, 0.11, 0.07, 0.08, 0.06, -0.09, -0.28, 0.12, 0.08, 0.07, 0.08, -0.06, -0.27, 0.13, 0.08, 0.08, 0.07], "homo_lumo_gap_ev": 6.9, "homo_energy_ev": -8.4, "lumo_ev": -1.6}